Molecular formula: C50H73ClF9N5O31P
Method: DFT, the ωB97M-V functional and the def2-TZVPD basis

Geometry as ORCA input:
```
! RIJCOSX wB97M-V def2-TZVPD def2/J DEFGRID3
* xyz 1 1
C -3.107 0.887 4.924
C -2.129 0.186 4.892
C -0.914 -0.606 4.758
O -1.212 -1.721 3.962
C -0.705 -1.698 2.656
N -1.010 -3.015 2.118
C -2.451 -3.325 2.282
C -3.009 -3.994 1.022
C 0.812 -1.619 2.731
C 1.438 -1.724 1.345
C 1.045 -0.648 0.333
C 1.252 -1.127 -1.126
C 2.528 -0.594 -1.787
C 3.756 -1.319 -1.244
N 1.337 -0.387 3.467
C 2.639 -0.789 4.087
C 3.729 0.273 4.181
C 3.835 1.240 3.016
C 4.373 0.617 1.717
N 5.106 1.622 0.931
C 4.243 2.451 0.200
N 3.748 2.051 -0.897
N 4.030 3.720 0.731
C 0.309 0.270 4.353
C -0.140 1.551 3.650
O -0.843 1.248 2.483
C -1.572 2.348 1.964
C -2.150 1.899 0.634
O -3.397 1.270 0.804
C -4.487 2.131 0.491
C -5.781 1.332 0.420
P 1.007 0.852 6.061
O -0.315 1.053 6.976
Cl 1.698 2.783 5.807
H -4.042 1.317 4.703
H -0.721 -1.001 5.757
H -1.181 -0.969 2.004
H -0.877 -3.000 1.115
H -3.037 -2.425 2.436
H -2.568 -4.028 3.093
H -2.870 -5.061 1.054
H -2.510 -3.632 0.124
H -4.049 -3.728 0.909
H 1.098 -2.507 3.273
H 2.521 -1.715 1.442
H 1.214 -2.694 0.932
H 0.014 -0.330 0.406
H 1.659 0.247 0.434
H 1.172 -2.207 -1.212
H 0.423 -0.718 -1.697
H 2.431 -0.766 -2.851
H 2.568 0.471 -1.604
H 4.617 -1.169 -1.880
H 3.515 -2.371 -1.152
H 4.001 -0.976 -0.244
H 1.506 0.270 2.702
H 2.504 -1.246 5.055
H 3.050 -1.583 3.483
H 3.682 0.807 5.120
H 4.664 -0.276 4.233
H 2.889 1.737 2.803
H 4.509 2.036 3.304
H 3.505 0.354 1.112
H 4.998 -0.247 1.893
H 5.716 1.140 0.285
H 3.167 2.777 -1.308
H 3.102 4.047 0.502
H 4.089 3.740 1.742
H 0.763 2.103 3.362
H -0.665 2.209 4.332
H -2.398 2.538 2.644
H -0.955 3.233 1.807
H -1.480 1.138 0.243
H -2.167 2.702 -0.096
H -4.338 2.638 -0.458
H -4.583 2.849 1.304
H -5.613 0.314 0.116
H -6.277 1.406 1.378
H -6.429 1.786 -0.318
H -0.327 1.958 7.313
C -5.888 -2.451 -1.839
C -6.327 -2.428 -3.284
O -7.594 -1.797 -3.207
C -7.563 -0.968 -2.123
O -8.343 -0.106 -1.915
O -6.508 -1.266 -1.321
F -6.483 -3.678 -3.780
H -6.271 -3.324 -1.310
H -4.808 -2.408 -1.721
H -5.677 -1.856 -3.948
C 4.072 7.618 6.102
C 2.735 7.059 6.527
O 2.438 6.154 5.466
C 3.626 5.730 4.967
O 3.753 4.784 4.257
O 4.638 6.509 5.384
F 1.778 8.010 6.578
H 3.962 8.468 5.429
H 4.702 7.904 6.939
H 2.749 6.514 7.472
C -4.463 -9.066 0.527
C -5.219 -7.761 0.597
O -4.258 -6.830 0.118
C -3.436 -7.511 -0.736
O -2.693 -6.993 -1.498
O -3.591 -8.844 -0.590
F -5.552 -7.436 1.869
H -3.871 -9.241 1.421
H -5.110 -9.922 0.355
H -6.112 -7.717 -0.028
C -10.437 -2.202 -5.286
C -10.152 -0.857 -5.907
O -10.487 -1.069 -7.266
C -11.456 -2.040 -7.292
O -12.140 -2.276 -8.223
O -11.517 -2.678 -6.097
F -8.836 -0.533 -5.821
H -9.587 -2.880 -5.372
H -10.731 -2.129 -4.243
H -10.751 -0.038 -5.506
C 9.325 0.562 -2.062
C 8.500 1.049 -0.899
O 9.179 0.492 0.217
C 10.493 0.371 -0.139
O 11.381 0.190 0.618
O 10.635 0.498 -1.485
F 7.232 0.545 -0.936
H 9.023 -0.434 -2.389
H 9.300 1.239 -2.910
H 8.456 2.122 -0.796
C 9.097 6.089 -3.403
C 10.065 5.469 -2.425
O 9.227 4.579 -1.694
C 8.216 4.212 -2.530
O 7.499 3.283 -2.336
O 8.155 5.020 -3.601
F 10.587 6.383 -1.576
H 8.582 6.950 -2.982
H 9.562 6.377 -4.341
H 10.877 4.902 -2.883
C 5.079 6.642 -0.027
C 4.615 8.076 0.067
O 5.699 8.788 -0.498
C 6.300 7.953 -1.393
O 7.072 8.299 -2.220
O 5.891 6.674 -1.207
F 4.450 8.468 1.359
H 5.692 6.351 0.827
H 4.265 5.939 -0.130
H 3.705 8.299 -0.493
C -0.347 -9.729 0.905
C 0.402 -10.735 1.748
O -0.306 -10.691 2.977
C -1.589 -10.340 2.688
O -2.508 -10.452 3.423
O -1.677 -9.841 1.426
F 1.685 -10.357 1.960
H 0.021 -8.714 1.059
H -0.324 -9.959 -0.157
H 0.388 -11.754 1.360
C -9.163 0.728 -9.482
C -7.724 0.390 -9.172
O -7.082 0.622 -10.411
C -7.804 1.585 -11.065
O -7.416 2.197 -11.996
O -9.020 1.742 -10.483
F -7.569 -0.913 -8.828
H -9.703 -0.123 -9.897
H -9.705 1.104 -8.620
H -7.267 1.018 -8.405
*
```

The LUMO energy is -2.07 eV. For the HOMO energy, the calculation gives -11.8 eV. The calculation puts the energy at -6255.38117 Eh.